Entry 1:
This record from OMol25 describes a cluster of 2 separate species, C6H7ClN3O in total in a non-equilibrium geometry. The level of theory is the ωB97M-V functional and the def2-TZVPD basis.

Positions of all 18 atoms, in Å:
1 C 1.70276 -0.13627 -1.96776
2 C 1.63224 0.00340 -0.61032
3 C 0.75778 0.72852 -2.61974
4 C -0.33408 1.30021 -0.68009
5 C 0.68468 0.74040 0.14360
6 C -1.68468 -0.91640 1.35431
7 N -0.15016 1.26435 -1.93952
8 N 0.62474 0.79625 1.44444
9 N -2.72429 -1.36690 1.98898
10 O 1.29940 -0.01796 2.25114
11 Cl -1.17337 -1.65862 -0.18077
12 H 2.41638 -0.57620 -2.53128
13 H 2.51705 -0.39608 -0.08432
14 H 0.95132 1.21701 -3.66974
15 H -1.43416 1.50511 -0.32755
16 H -3.08955 -0.86228 2.81473
17 H -3.21575 -2.09224 1.54644
18 H 1.21971 0.46772 3.06746

Kohn-Sham gap (alpha / beta) in eV: 6.22 / 6.22
Calculated total energy in Ha: -932.066214
Charge: +1

From a Mulliken analysis of the wavefunction, the atomic charges in e read:
1 C -0.68
2 C 0.09
3 C -0.10
4 C 0.05
5 C 0.18
6 C -0.01
7 N -0.28
8 N -0.27
9 N -0.25
10 O -0.20
11 Cl -0.11
12 H 0.53
13 H 0.38
14 H 0.36
15 H 0.36
16 H 0.27
17 H 0.24
18 H 0.43

Entry 2:
This record from OMol25 describes the molecule C4H5F3O in a non-equilibrium geometry. The level of theory is the ωB97M-V functional and the def2-TZVPD basis.

Positions of all 13 atoms, in Å:
1 C 1.05212 -0.54037 -0.02887
2 C -0.19963 -0.15593 -0.80251
3 C 2.03958 0.60672 0.27712
4 C -1.45169 -0.02460 0.00481
5 O -1.94439 -1.12258 0.65362
6 F 3.18246 0.42824 -0.29211
7 F -2.51056 0.28706 -0.82611
8 F -1.39012 1.07487 0.83155
9 H 0.58956 -1.06524 0.89934
10 H 1.81328 -0.99373 -0.67861
11 H -0.04749 0.65058 -1.44643
12 H 1.70520 1.65734 0.52298
13 H -2.83832 -0.80234 0.88523

Kohn-Sham gap (alpha / beta) in eV: 7.57 / 9.84
Calculated total energy in Ha: -530.105733

From a Mulliken analysis of the wavefunction, the atomic charges in e read:
1 C -0.27
2 C -0.76
3 C -0.26
4 C 0.93
5 O -0.49
6 F -0.23
7 F -0.33
8 F -0.27
9 H 0.28
10 H 0.30
11 H 0.41
12 H 0.36
13 H 0.32

Entry 3:
This record from OMol25 describes a structure of composition C9H20BeClN2O5 in a non-equilibrium geometry. The level of theory is the ωB97M-V functional and the def2-TZVPD basis.

Positions of all 38 atoms, in Å:
1 Be -1.49746 -0.44716 -0.32266
2 C 2.78874 -2.13633 0.95228
3 C 1.50503 -2.68936 0.28346
4 C 0.65756 -3.40686 1.32579
5 O 0.88172 -1.75954 -0.57956
6 H 3.70279 -2.21332 0.36349
7 H 2.95237 -2.36264 2.00590
8 H 2.72346 -1.06474 1.14077
9 H 1.93260 -3.52549 -0.26987
10 H -0.30341 -3.83223 1.03649
11 H 0.40208 -2.91711 2.26547
12 H 1.16315 -4.32059 1.63819
13 C -3.05211 -1.21136 3.77627
14 C -2.49498 -0.67270 2.42411
15 O -1.25857 -0.68079 2.28930
16 O -3.19633 -0.33209 1.52091
17 H -3.78835 -2.00151 3.62898
18 H -3.70929 -0.51770 4.30070
19 H -2.34079 -1.72359 4.42414
20 Cl -2.99474 -2.42454 -1.73687
21 O -1.09577 0.62604 -2.48682
22 C -1.02580 1.58086 -3.29600
23 N -1.55911 1.36402 -4.47901
24 C -0.25242 2.80839 -3.03591
25 H -1.51425 2.08485 -5.18506
26 H -2.26120 0.65962 -4.65501
27 H 0.71758 2.54834 -3.45968
28 H -0.23641 2.99602 -1.96230
29 H -0.55895 3.69343 -3.59344
30 O -0.13860 1.77098 0.11081
31 C 1.04048 2.06334 0.12830
32 N 2.00600 1.16219 -0.07178
33 C 1.47198 3.48114 0.48914
34 H 2.92831 1.54464 -0.22400
35 H 1.79082 0.19279 -0.25634
36 H 1.68801 3.71865 1.53078
37 H 0.66933 4.15013 0.17880
38 H 2.25651 3.79422 -0.19978

Kohn-Sham gap in eV: 6.48
Calculated total energy in Ha: -1315.590729
Charge: -1

From a Mulliken analysis of the wavefunction, the atomic charges in e read:
1 Be 1.12
2 C -1.37
3 C 0.80
4 C -1.48
5 O -0.80
6 H 0.33
7 H 0.39
8 H 0.24
9 H 0.05
10 H 0.35
11 H 0.27
12 H 0.45
13 C -1.12
14 C 0.86
15 O -0.64
16 O -0.68
17 H 0.33
18 H 0.31
19 H 0.28
20 Cl -0.72
21 O -0.55
22 C 0.47
23 N -0.40
24 C -0.63
25 H 0.19
26 H 0.28
27 H 0.30
28 H -0.10
29 H 0.43
30 O -0.48
31 C 0.60
32 N -0.22
33 C -1.25
34 H 0.17
35 H 0.14
36 H 0.33
37 H 0.33
38 H 0.40